1.
C24H16Co2NO6 as an isolated structure in a non-equilibrium geometry, computed with ωB97M-V/def2-TZVPD.

For the HOMO energy, the calculation gives -2.513 eV. The relative energy (zero: lowest compared OMol25 entry of this formula, charge and spin) is 218.4 kcal/mol. The HOMO-LUMO gap comes out at 5.169 eV. The value obtained for the LUMO energy is 2.656 eV.

Geometry as ORCA input:
```
! RIJCOSX wB97M-V def2-TZVPD def2/J DEFGRID3
* xyz -1 1
O -3.10481 0.18154 3.95291
C -2.65800 0.51381 2.91089
Co -1.40038 2.15966 2.32140
C -2.85300 -0.31756 1.68021
O -3.21918 -1.46832 1.65753
C -1.01791 2.33067 3.98843
O -0.78097 2.45722 5.10721
C -0.11246 1.06196 1.58381
C 0.68618 -0.03939 2.15649
C 1.49319 0.30311 3.25901
C 2.17562 -0.68611 3.94797
C 2.14602 -2.02068 3.51302
C 1.40391 -2.34396 2.36224
C 0.68093 -1.37150 1.68770
C -1.15816 1.23566 0.65133
C -2.44846 0.52537 0.38746
Co 0.12197 2.47035 0.48340
C 0.09276 3.52836 1.92488
O 0.54002 4.37593 2.61428
C -0.56665 2.98419 -1.06107
O -0.98140 3.27859 -2.10332
C 1.73380 2.87435 0.05705
O 2.83193 3.13605 -0.16328
H 1.54810 1.33865 3.60338
H 2.76190 -0.42066 4.83276
H 2.73611 -2.79275 4.04253
H 1.40132 -3.37047 1.98991
H 0.08261 -1.64615 0.81032
H -2.95662 0.41486 -0.59304
H -2.07353 -0.44845 -0.05351
C -5.42362 0.13091 0.26742
C -4.61107 1.06376 0.97879
C -3.38497 1.67030 0.45540
C -3.06614 2.72040 1.60518
C -4.16476 2.64379 2.54984
N -5.00442 1.61799 2.11566
C -4.46607 3.63003 3.45744
C -3.69249 4.78483 3.53939
C -2.80353 5.04742 2.52698
C -2.56596 4.09056 1.51330
H -4.93657 -0.10043 -0.65341
H -5.55959 -0.84063 0.71372
H -6.35728 0.61057 0.06425
H -3.47867 2.31536 -0.46163
H -5.86685 1.39797 2.58003
H -5.30316 3.49826 4.11783
H -3.89340 5.55217 4.27902
H -2.25437 5.99490 2.52787
H -2.06460 4.42602 0.58500
*
```



2.
C24H16F5N2PbS3 as an isolated structure in a non-equilibrium geometry, computed with ωB97M-V/def2-TZVPD.

For the HOMO energy, the calculation gives -11.955 eV. The relative energy (zero: lowest compared OMol25 entry of this formula, charge and spin) is 20.1 kcal/mol. The HOMO-LUMO gap comes out at 7.505 eV. The value obtained for the LUMO energy is -4.449 eV.

Geometry as ORCA input:
```
! RIJCOSX wB97M-V def2-TZVPD def2/J DEFGRID3
* xyz 1 1
Pb 0.03010 -0.68266 -0.76456
C -4.18803 1.80996 -1.02229
C -4.06365 1.43484 0.46865
C -3.56488 2.63731 1.21989
C -3.20022 0.17145 0.66984
C -3.08537 -0.83168 -0.27675
C -2.28470 -1.95855 0.01743
C -1.53901 -2.08083 1.20397
C -0.84521 -3.36687 1.48046
C -1.56808 -0.97498 2.09581
C -2.44179 0.04688 1.86166
H -4.78778 2.70075 -1.07696
H -4.68223 0.99143 -1.54703
H -3.17310 2.03185 -1.48502
H -5.03500 1.14357 0.85996
H -2.44488 2.73748 1.02657
H -3.76113 2.56995 2.24797
H -4.04602 3.55052 0.89171
H -3.67258 -0.88154 -1.18045
H -2.25078 -2.78792 -0.68159
H 0.18313 -3.25044 1.89167
H -0.74935 -4.10168 0.64583
H -1.33415 -3.94506 2.24260
H -1.07761 -1.10788 3.03075
H -2.54399 0.83110 2.58656
F 4.91285 -2.01725 -5.70090
C 3.97801 -2.14008 -4.76981
C 3.11700 -1.08937 -4.50192
F 3.14693 0.13579 -5.09841
C 2.07959 -1.29230 -3.56117
F 1.29870 -0.17119 -3.33306
C 1.86749 -2.54180 -2.92336
S 0.53810 -2.96798 -1.81781
C 2.81334 -3.50299 -3.16502
F 2.76009 -4.70666 -2.51823
C 3.87328 -3.32307 -4.04674
F 4.79650 -4.27203 -4.23861
S 3.12624 -0.23256 -0.13475
C 2.87950 1.10668 0.93081
C 3.07892 2.45321 0.90135
C 2.49766 3.22207 1.94268
C 2.58542 4.64934 1.85487
N 2.80367 5.78377 1.77504
C 1.74696 2.62132 2.97473
C 1.64647 1.21618 2.98920
C 2.18082 0.49877 1.97196
S 2.18928 -1.22102 1.50575
C 1.07340 3.37598 3.99524
N 0.43920 4.03518 4.69229
H 3.59486 3.00357 0.12288
H 1.10207 0.68944 3.74626
*
```



3.
C24H17Br2CoN3O3 as an isolated structure, computed with ωB97M-V/def2-TZVPD.

For the HOMO energy (alpha / beta), the calculation gives -8.466 / -8.406 eV. The HOMO-LUMO gap (alpha / beta) comes out at 7.786 / 7.669 eV. The value obtained for the LUMO energy (alpha / beta) is -0.680 / -0.738 eV.

Geometry as ORCA input:
```
! RIJCOSX wB97M-V def2-TZVPD def2/J DEFGRID3
* xyz 0 2
Co 0.07271 1.16010 -0.00216
O 5.92139 2.84428 -0.10190
C 4.64830 2.40905 -0.12208
C 4.29518 1.07305 0.04796
C 2.95991 0.73924 0.01759
N 1.99234 1.64763 -0.16708
C 2.35164 2.91456 -0.34101
Br 0.94269 4.12673 -0.64311
C 3.65457 3.35926 -0.32784
H 6.52799 2.10524 0.02428
H 5.04299 0.30560 0.19724
H 2.61011 -0.27680 0.14321
H 3.90071 4.39924 -0.47545
C -4.41004 0.28273 -3.07237
C -4.96857 0.59124 -1.83474
C -4.15709 0.85369 -0.74728
C -2.77623 0.80631 -0.91035
C -2.20979 0.50083 -2.13673
C -3.03395 0.23442 -3.22153
N -1.87182 1.08445 0.16479
N -2.38544 1.30139 1.27932
C -1.40317 1.61269 2.24264
C -1.79977 1.82345 3.55558
C -0.82765 2.11264 4.49970
C 0.50497 2.17784 4.10754
C 0.87774 1.96291 2.78270
C -0.07397 1.67888 1.80975
H -5.05345 0.07340 -3.91706
H -6.04393 0.62478 -1.71949
H -4.57387 1.09386 0.21987
H -1.13540 0.40673 -2.24604
H -2.59257 -0.02636 -4.17371
H -2.84708 1.75402 3.82036
H -1.10170 2.28314 5.53204
H 1.26474 2.40029 4.84741
H 1.92891 2.02631 2.52004
Br 0.34666 -6.51292 -3.15832
C 0.28188 -5.26859 -1.72552
C 0.15542 -5.74059 -0.42860
C 0.10689 -4.82678 0.61446
C 0.18816 -3.46566 0.35901
C 0.31590 -3.00907 -0.94668
C 0.36030 -3.91646 -1.99901
C 0.40222 -1.53119 -1.25534
O 0.44291 -1.15817 -2.42605
O 0.46978 -0.76371 -0.22910
H 0.09477 -6.80352 -0.24046
H 0.00300 -5.18446 1.63076
H 0.14843 -2.74248 1.16189
H 0.45227 -3.54324 -3.00911
*
```



4.
A 3-piece molecular cluster, C24H17BrN2O2 overall in a non-equilibrium geometry, computed with ωB97M-V/def2-TZVPD.

For the HOMO energy, the calculation gives -8.908 eV. The SMILES is O=C1c2ccccc2C(=O)c2cc(Br)ccc21.c1ccncc1.c1ccncc1. The HOMO-LUMO gap comes out at 7.771 eV. The value obtained for the LUMO energy is -1.137 eV.

Geometry as ORCA input:
```
! RIJCOSX wB97M-V def2-TZVPD def2/J DEFGRID3
* xyz 0 1
O 3.46374 -0.08047 -0.37533
C 2.28650 -0.26765 -0.77781
C 1.22154 0.93502 -0.94820
C 1.66244 2.31941 -1.46625
C 0.55295 3.41008 -1.64586
C -0.91436 3.05060 -1.30570
C -1.34212 1.65691 -0.74512
C -0.26363 0.56441 -0.55887
C -0.57690 -0.93057 -0.02850
O -1.33085 -1.19056 0.93622
C 0.21247 -2.08775 -0.83059
C -0.47317 -3.41330 -1.21006
C 0.36955 -4.44196 -2.01595
Br -0.46310 -6.17000 -2.48856
C 1.82349 -4.08802 -2.42014
C 2.52698 -2.74771 -2.02912
C 1.71594 -1.71080 -1.21620
H 2.77135 2.51381 -1.70849
H 0.90875 4.41594 -2.05347
H -1.69841 3.86526 -1.48416
H -2.43553 1.42463 -0.46857
H -1.56569 -3.64068 -0.92612
H 2.38816 -4.86895 -3.04262
H 3.59950 -2.53511 -2.33810
C 4.14718 -4.14320 2.03800
C 3.19990 -3.22793 1.60404
C 1.86853 -3.48246 1.87002
N 1.43401 -4.57267 2.52369
C 2.36921 -5.44501 2.93305
C 3.72754 -5.27688 2.71856
H 5.20176 -3.97518 1.84750
H 3.49190 -2.33237 1.06892
H 1.09753 -2.79035 1.54952
H 1.99012 -6.31700 3.45670
H 4.43846 -6.01304 3.07293
C -5.01737 6.36908 1.14197
C -5.43426 5.06428 0.92176
C -4.56866 4.20106 0.27040
N -3.34816 4.55397 -0.16511
C -2.97052 5.82275 0.05942
C -3.76029 6.76031 0.70424
H -5.66601 7.07453 1.64973
H -6.40915 4.72530 1.24901
H -4.84790 3.17019 0.07787
H -1.98076 6.08169 -0.30453
H -3.40262 7.77041 0.85987
*
```